Entry 1:
A single CH4FINP molecule in a non-equilibrium geometry. Source: OMol25; level of theory: ωB97M-V with the def2-TZVPD basis set.

Positions of all 9 atoms, in Å:
C -0.2054 0.1515 -0.0002
N 0.4191 -0.6108 -1.0682
P -0.7892 -0.8040 -2.6844
F 0.1695 -2.0321 -3.2089
I -2.7071 -1.8784 -1.6081
H -1.1171 -0.3267 0.4545
H 0.4734 0.1686 0.7957
H -0.3141 1.0594 -0.5039
H 0.9453 -1.3849 -0.8604

Properties
energy above the lowest of the compared OMol25 structures with the same formula, charge and spin: 103.87 kJ/mol
gap between HOMO and LUMO: 9.1 eV
SMILES: CNP(F)I
E: -22698.97721 eV
LUMO: 0.0 eV


Entry 2:
8 unconnected molecules or ions with the total composition C6H29NO7 in a non-equilibrium geometry. Source: OMol25; level of theory: ωB97M-V with the def2-TZVPD basis set.

Positions of all 43 atoms, in Å:
N -0.5133 4.9580 0.7864
H -0.4280 5.5273 -0.0435
H 0.2969 5.1537 1.3569
H -0.6361 3.9979 0.4980
H -1.3446 5.2391 1.2864
O -0.0577 0.6658 -0.0771
H 0.3013 -0.2427 -0.0873
C 2.5419 3.3298 -3.4164
O 2.8395 3.0641 -2.0745
H 3.0447 2.5612 -4.0033
H 1.4532 3.2790 -3.4336
H 2.8676 4.2964 -3.8007
H 2.0530 2.6124 -1.7601
C 1.3666 -5.9586 0.7558
O 2.7730 -5.6218 0.9060
H 1.2319 -6.6537 -0.0730
H 0.9312 -6.4410 1.6309
H 0.7741 -5.0758 0.5157
H 2.7451 -4.7090 1.2021
C -3.3728 -0.0037 3.8262
O -2.0956 0.6654 3.7683
H -4.2018 0.5716 3.4141
H -3.3138 -0.7725 3.0558
H -3.5750 -0.2068 4.8779
H -1.6883 0.4791 2.9192
C -5.2341 0.1674 -1.4772
O -4.3999 1.3139 -1.2513
H -6.2829 0.4480 -1.3793
H -5.1342 -0.2371 -2.4844
H -5.1619 -0.5999 -0.7064
H -3.4923 1.0293 -1.1208
C 1.2341 -2.1413 -3.6336
O -0.0683 -1.5553 -3.4816
H 1.2173 -3.2286 -3.5581
H 1.7279 -1.7733 -4.5330
H 1.8456 -1.7893 -2.8027
H 0.0064 -0.9226 -2.7634
C 3.4176 -0.2273 3.1929
O 3.2369 -0.8918 1.9541
H 4.4779 -0.1577 3.4357
H 3.0715 0.8063 3.1913
H 2.8062 -0.6850 3.9705
H 2.7389 -0.2708 1.4175

Properties
energy above the lowest of the compared OMol25 structures with the same formula, charge and spin: 744.15 kJ/mol
gap between HOMO and LUMO: 4.7 eV
E: -22507.46776 eV
LUMO: -1.8 eV


Entry 3:
A single C21H22N2O5 molecule in a non-equilibrium geometry. Source: OMol25; level of theory: ωB97M-V with the def2-TZVPD basis set.

Positions of all 50 atoms, in Å:
C -2.5568 3.0973 -6.3057
C -1.4051 3.2589 -5.4609
O -1.4216 2.3133 -4.3082
C -0.5844 2.3852 -3.1906
O 0.4517 3.1106 -3.1881
C -0.9821 1.3361 -2.1620
C -0.1050 1.2889 -1.0419
C -0.3551 0.6094 -0.0002
C -1.7256 -0.2727 0.1198
N -1.7995 -0.9597 1.2736
C -2.1756 -2.1779 1.0213
O -2.4931 -2.8206 0.2119
C -2.3802 -3.0062 2.5503
C -1.8627 -1.9372 3.2294
N -0.5314 -2.1336 4.0421
C 0.7477 -1.9443 3.2388
C 1.5954 -1.0709 4.0687
C 2.7275 -0.7415 3.2484
C 2.9677 -1.0240 2.0313
C 4.2561 -0.5575 1.2301
C 3.9174 0.5337 0.2674
O 3.4746 1.7416 1.1276
C 1.9834 -2.1486 1.1497
C 0.8869 -2.2451 1.8628
C -1.4944 -0.5326 2.4481
O -1.3093 0.5233 2.9049
C -2.4714 -0.3043 -0.9828
C -1.9656 0.6666 -2.1943
H -3.3683 3.4363 -5.9421
H -2.6491 1.8635 -6.6946
H -2.3962 3.5831 -7.0398
H -1.4108 4.2465 -5.1379
H -0.3936 2.9140 -5.8385
H 0.8389 2.1196 -1.1194
H 0.3121 0.6199 0.7340
H -3.2460 -3.2571 2.6884
H -1.5342 -3.8400 2.4944
H -2.4761 -1.8324 4.2037
H -0.4520 -1.8626 4.9281
H 1.4604 -0.5833 5.0486
H 3.6305 -0.2753 3.5984
H 5.0602 -0.2861 1.7891
H 4.4817 -1.4591 0.3743
H 3.0815 0.4149 -0.3376
H 4.4892 0.9490 -0.2927
H 2.9550 1.4711 1.7431
H 2.0626 -2.2777 0.2061
H 0.3771 -2.8179 1.4044
H -3.2770 -0.8425 -1.0709
H -2.9355 0.7278 -2.9305

Properties
energy above the lowest of the compared OMol25 structures with the same formula, charge and spin: 1987.56 kJ/mol
gap between HOMO and LUMO: 8.0 eV
SMILES: CCOC(=O)c1ccc(N2C(=O)C[C@@H](Nc3ccc(CCO)cc3)C2=O)cc1
E: -35333.50698 eV
LUMO: 0.2 eV


Entry 4:
2 unconnected molecules or ions with the total composition C4H9IN2 in a non-equilibrium geometry. Source: OMol25; level of theory: ωB97M-V with the def2-TZVPD basis set.

Positions of all 16 atoms, in Å:
C -0.1423 1.6205 1.2629
C -0.8744 1.0010 0.3376
C -0.3871 1.0972 -1.1059
I -2.8142 0.2478 0.8328
H 0.8902 1.8366 1.0026
H -0.3661 1.6642 2.3451
H -0.6801 0.3223 -1.7554
H -0.8470 1.9820 -1.4848
H 0.7994 0.9935 -1.0003
C 0.7359 -0.9506 0.8663
N 1.2098 -1.2319 -0.2138
N 0.5870 -2.0737 -1.0226
H 1.4168 -0.3840 1.3927
H -0.2012 -1.4425 1.2201
H -0.2788 -2.4021 -0.7540
H 0.9521 -2.2803 -1.9234

Properties
energy above the lowest of the compared OMol25 structures with the same formula, charge and spin: 118.37 kJ/mol
gap between HOMO and LUMO: 8.8 eV
SMILES: C=C(C)I.C=NN
E: -15371.33420 eV
LUMO: 0.5 eV


Q: Which of these has the lowest LUMO?
A: C6H29NO7


What did the first record say?
A single CH4FINP molecule in a non-equilibrium geometry. Source: OMol25; level of theory: ωB97M-V with the def2-TZVPD basis set.

Positions of all 9 atoms, in Å:
C -0.2054 0.1515 -0.0002
N 0.4191 -0.6108 -1.0682
P -0.7892 -0.8040 -2.6844
F 0.1695 -2.0321 -3.2089
I -2.7071 -1.8784 -1.6081
H -1.1171 -0.3267 0.4545
H 0.4734 0.1686 0.7957
H -0.3141 1.0594 -0.5039
H 0.9453 -1.3849 -0.8604

Properties
energy above the lowest of the compared OMol25 structures with the same formula, charge and spin: 103.87 kJ/mol
gap between HOMO and LUMO: 9.1 eV
SMILES: CNP(F)I
E: -22698.97721 eV
LUMO: 0.0 eV


Q: The lowest energy above the lowest of the compared OMol25 structures with the same formula, charge and spin belongs to which entry?
A: CH4FINP